{
  "formula": "C20H17NO3OsS",
  "method": "wB97M-V/def2-TZVPD",
  "max_force_ev_per_a": 1.1,
  "relative_energy_ev": 0.217,
  "homo_energy_ha": -0.2924,
  "species": ["Os", "C", "C", "C", "O", "C", "O", "O", "H", "H", "H", "H", "H", "H", "H", "C", "C", "C", "C", "C", "C", "C", "C", "C", "C", "C", "C", "C", "C", "C", "H", "H", "H", "H", "H", "H", "H", "H", "H", "H", "S", "C", "N"],
  "xyz": [[-0.99469, -3.08971, -0.48697], [2.76224, -4.27301, 1.07035], [1.51967, -3.41588, 1.05827], [1.78580, -2.00105, 1.54055], [1.02759, -3.31545, -0.33649], [0.38368, -4.03104, 1.88841], [0.60408, -4.63304, 2.90739], [-0.81703, -3.78177, 1.40636], [3.57639, -3.78984, 0.52832], [2.57149, -5.25842, 0.63594], [3.05715, -4.42990, 2.10478], [2.56016, -1.53307, 0.93175], [2.11932, -2.04276, 2.57672], [0.88517, -1.39227, 1.48701], [1.36173, -4.07420, -0.83428], [-0.87000, -1.30360, -0.48312], [-0.77022, -0.04075, -0.47122], [-0.65873, 1.28311, -0.45845], [-1.87483, 2.13394, -0.37452], [-3.02569, 1.63409, 0.23524], [-4.18005, 2.39546, 0.28918], [-4.20474, 3.66465, -0.27481], [-3.07195, 4.16270, -0.90094], [-1.91202, 3.40364, -0.94968], [0.69721, 1.89644, -0.51656], [1.71372, 1.26031, -1.22891], [2.99011, 1.79563, -1.26644], [3.27384, 2.96908, -0.57929], [2.27553, 3.59700, 0.15045], [0.99355, 3.06736, 0.17921], [-3.00626, 0.64378, 0.67226], [-5.06281, 1.99581, 0.77038], [-5.10687, 4.26075, -0.23037], [-3.09033, 5.14269, -1.35953], [-1.04429, 3.78735, -1.46938], [1.48697, 0.34533, -1.76193], [3.76524, 1.29825, -1.83507], [4.27020, 3.39010, -0.61151], [2.49411, 4.50024, 0.70481], [0.22810, 3.54730, 0.77437], [-1.67706, -3.35223, -2.70660], [-3.10404, -3.27164, -1.79114], [-3.93146, -3.14539, -0.98452]],
  "forces_ev_per_a": [[-0.995, -0.426, 0.128], [-0.015, -0.058, -0.116], [0.098, -0.007, 0.285], [-0.012, 0.008, -0.069], [0.637, -0.007, -0.060], [-0.368, 0.210, -0.227], [0.126, -0.017, 0.074], [0.090, -0.183, -0.021], [-0.014, 0.020, 0.011], [-0.010, -0.007, 0.031], [0.016, -0.013, 0.011], [0.002, -0.010, -0.002], [0.003, -0.020, 0.004], [-0.014, 0.002, 0.009], [-0.027, 0.077, -0.004], [0.086, 0.647, 0.047], [-0.012, -0.185, -0.025], [0.019, 0.228, 0.050], [0.154, -0.137, -0.059], [-0.046, 0.020, 0.066], [0.017, 0.001, -0.009], [-0.013, -0.007, 0.009], [0.038, -0.021, 0.003], [-0.037, 0.033, -0.056], [-0.157, -0.095, 0.033], [0.029, 0.010, -0.058], [-0.014, 0.002, 0.015], [0.007, -0.011, -0.011], [-0.036, -0.017, 0.003], [0.034, 0.012, 0.058], [0.016, 0.000, -0.007], [-0.003, 0.007, 0.007], [-0.003, -0.001, -0.007], [-0.003, 0.001, -0.003], [0.041, 0.008, 0.042], [-0.012, 0.007, -0.005], [0.001, 0.006, -0.006], [0.004, -0.002, 0.009], [0.001, 0.004, 0.000], [-0.036, 0.027, -0.042], [-0.161, -0.241, -0.236], [0.450, 0.116, -0.223], [0.118, 0.020, 0.351]],
  "nbo_charge": [0.892, -0.641, 0.143, -0.628, -0.640, 0.746, -0.590, -0.728, 0.218, 0.214, 0.265, 0.221, 0.238, 0.240, 0.511, 0.015, -0.192, 0.013, 0.000, -0.200, -0.196, -0.199, -0.216, -0.205, -0.089, -0.189, -0.201, -0.204, -0.230, -0.135, 0.229, 0.218, 0.216, 0.216, 0.220, 0.224, 0.214, 0.216, 0.217, 0.215, -0.078, -0.012, -0.328]
}



{
  "formula": "C3H8NOS",
  "method": "wB97M-V/def2-TZVPD",
  "charge": 1,
  "max_force_ev_per_a": 0.7,
  "relative_energy_ev": 0.439,
  "homo_energy_ha": -0.4949,
  "smiles": "[NH3+][C@@H](C=O)CS",
  "species": ["N", "C", "C", "O", "C", "S", "H", "H", "H", "H", "H", "H", "H", "H"],
  "xyz": [[-1.51291, -0.38437, 0.32882], [-0.17288, 0.32495, 0.26921], [0.71264, -0.38662, 1.30286], [0.75536, -1.57969, 1.33386], [0.32998, 0.24749, -1.16137], [1.72649, 1.32741, -1.53045], [-1.80336, -0.59205, 1.28799], [-1.41848, -1.28314, -0.15838], [-2.22985, 0.12894, -0.19210], [-0.32868, 1.36478, 0.53414], [1.24250, 0.27342, 2.00320], [-0.46110, 0.58939, -1.83371], [0.55432, -0.78193, -1.48064], [2.60597, 0.75143, -0.70344]],
  "forces_ev_per_a": [[0.091, -0.361, -0.540], [-0.079, 0.022, -0.022], [0.033, 0.421, -0.164], [-0.126, -0.178, 0.025], [0.095, -0.434, -0.543], [-0.032, 0.222, 0.132], [-0.205, 0.157, -0.108], [0.087, -0.102, 0.248], [-0.039, 0.101, 0.363], [-0.132, 0.121, 0.173], [0.262, -0.120, 0.028], [-0.004, 0.129, 0.016], [-0.031, 0.154, 0.387], [0.078, -0.130, 0.006]],
  "nbo_charge": [-0.672, -0.163, 0.407, -0.457, -0.572, 0.066, 0.456, 0.454, 0.451, 0.247, 0.165, 0.242, 0.247, 0.128]
}



{
  "formula": "C16H48N2O9",
  "method": "wB97M-V/def2-TZVPD",
  "charge": -1,
  "max_force_ev_per_a": 4.2,
  "s2": 0.751,
  "relative_energy_ev": 0.000,
  "spin_multiplicity": 2,
  "homo_energy_ha": [-0.0265, -0.2539],
  "species": ["N", "H", "H", "H", "H", "N", "O", "O", "O", "C", "O", "H", "H", "H", "H", "C", "C", "C", "O", "H", "H", "H", "H", "H", "H", "H", "H", "C", "C", "C", "O", "H", "H", "H", "H", "H", "H", "H", "H", "C", "C", "C", "O", "H", "H", "H", "H", "H", "H", "H", "H", "C", "C", "C", "O", "H", "H", "H", "H", "H", "H", "H", "H", "C", "C", "C", "O", "H", "H", "H", "H", "H", "H", "H", "H"],
  "xyz": [[-12.96257, 3.37963, -6.48300], [-12.70693, 3.06578, -7.40833], [-13.97181, 3.39290, -6.51961], [-12.61495, 4.31788, -6.34536], [-12.63585, 2.74164, -5.77144], [-16.28288, 5.74999, -6.46739], [-17.10209, 4.87062, -6.37456], [-16.59557, 6.91348, -6.31910], [-15.11815, 5.41998, -6.69587], [-15.67181, 9.91047, -5.09016], [-15.04148, 10.73192, -4.13286], [-14.90322, 9.37529, -5.64780], [-16.37912, 9.21302, -4.64140], [-16.25296, 10.47061, -5.82269], [-15.77485, 11.05506, -3.60433], [-20.11961, 5.78214, -8.67084], [-19.65930, 4.36010, -9.18440], [-18.31221, 4.52454, -9.94185], [-19.31892, 3.71814, -7.95434], [-20.44165, 6.41692, -9.49633], [-19.37908, 6.31707, -8.07622], [-21.02516, 5.67384, -8.07389], [-20.40287, 3.80147, -9.75285], [-17.97707, 3.55563, -10.31197], [-17.62481, 5.02804, -9.26209], [-18.35923, 5.18846, -10.80504], [-18.55535, 4.10383, -7.51869], [-14.67052, 4.97713, -3.54194], [-14.42510, 6.39781, -3.07517], [-13.16580, 6.49909, -2.25112], [-14.23695, 7.16332, -4.29226], [-14.75970, 4.26543, -2.72119], [-13.91575, 4.63005, -4.24761], [-15.63786, 4.96369, -4.04408], [-15.29439, 6.74734, -2.51814], [-13.21013, 7.52807, -1.89427], [-12.19976, 6.25089, -2.69073], [-13.33166, 5.90784, -1.35055], [-14.91143, 6.93959, -4.93773], [-15.90939, 2.28642, -8.43261], [-16.22425, 1.70624, -7.01026], [-15.50776, 0.38037, -6.77632], [-15.68782, 2.49480, -5.99730], [-14.83916, 2.17215, -8.60477], [-15.96430, 3.37500, -8.44168], [-16.53456, 1.84109, -9.20654], [-17.31110, 1.68927, -6.92919], [-15.59241, -0.29689, -7.62618], [-15.96797, -0.15697, -5.94713], [-14.44884, 0.54179, -6.57446], [-16.21764, 3.29180, -6.07262], [-13.28591, 6.35698, -9.43768], [-14.04267, 7.63783, -9.07139], [-15.49755, 7.65108, -9.37408], [-13.75043, 7.76448, -7.74197], [-13.40368, 6.27175, -10.51794], [-13.65647, 5.42780, -9.00480], [-12.23181, 6.56978, -9.25959], [-13.61950, 8.43374, -9.68421], [-16.10731, 6.89575, -8.87833], [-15.68808, 7.56414, -10.44378], [-15.91384, 8.61202, -9.07181], [-14.24435, 7.04191, -7.34760], [-19.85574, 5.90524, -4.54118], [-19.83010, 7.46794, -4.64561], [-18.91556, 8.10967, -3.62857], [-19.38977, 7.84792, -5.91040], [-20.30747, 5.63189, -3.58760], [-18.84312, 5.50915, -4.61738], [-20.44490, 5.51843, -5.37267], [-20.88618, 7.68719, -4.48841], [-18.98729, 9.18106, -3.44128], [-17.90024, 7.77709, -3.84448], [-19.18168, 7.73083, -2.64178], [-18.43738, 7.73092, -5.88109]],
  "forces_ev_per_a": [[-0.663, 0.631, -0.431], [0.987, -0.616, -1.146], [-1.200, 0.014, 0.571], [0.473, 0.807, 0.226], [0.583, -0.851, 0.832], [0.992, -0.086, -0.249], [-2.760, -2.299, 0.288], [-0.215, 2.067, 0.357], [1.725, 0.279, -0.471], [0.001, -0.506, -0.865], [-0.327, 0.251, 0.280], [-0.098, -0.117, 0.215], [0.252, -0.246, 0.124], [-0.032, 0.412, -0.111], [0.241, 0.287, 0.298], [-1.109, -0.748, -1.427], [2.394, 2.871, 1.839], [-1.082, 0.111, -0.481], [-1.166, -2.053, -0.229], [0.214, 0.231, -0.244], [0.182, -0.347, -0.089], [0.108, -0.168, 0.282], [-0.041, -0.042, 0.385], [0.366, 0.056, 0.329], [0.246, -0.443, 0.055], [-0.357, 0.056, -0.170], [0.202, 0.548, -0.211], [-0.814, -0.305, 0.279], [0.910, -1.097, -2.313], [-0.935, 0.981, 1.077], [0.339, 0.426, 1.235], [0.138, -0.047, 0.122], [0.068, 0.165, 0.190], [-0.093, -0.219, -0.206], [0.002, 0.236, 0.200], [0.806, 0.225, 0.023], [-0.382, 0.012, -0.371], [0.197, -0.268, 0.048], [-0.200, -0.014, -0.054], [0.627, 0.137, 1.205], [0.843, -0.676, -1.561], [-0.994, -0.759, -0.539], [0.034, 0.864, 0.458], [0.103, -0.656, -0.406], [-0.757, 0.075, 0.066], [0.203, 0.023, -0.014], [-0.168, -0.484, 0.204], [0.038, 0.035, -0.221], [0.166, 0.116, 0.267], [-0.072, 0.151, -0.006], [-0.040, 1.035, 0.491], [-0.348, 0.684, -2.129], [0.917, -1.778, -0.993], [-1.321, 0.273, -0.335], [-0.074, 1.762, 1.802], [0.205, -0.514, -0.383], [0.062, 0.246, 0.383], [-0.052, -0.463, 0.290], [0.409, 0.363, 0.392], [0.278, -0.200, 0.124], [0.099, -0.096, -0.151], [-0.047, 0.099, 0.104], [-0.058, -0.313, 0.823], [0.424, 1.069, 0.120], [-0.114, -1.405, 0.442], [-0.524, -0.630, 1.434], [-0.623, 0.527, -0.808], [0.000, -0.229, 0.020], [-0.011, -0.138, 0.034], [0.011, -0.051, 0.065], [-0.015, 0.915, -0.299], [0.063, 0.177, -0.906], [0.168, 0.259, 0.092], [0.166, -0.420, 0.230], [0.450, -0.191, -0.479]],
  "lowdin_spin": [0.218, 0.160, 0.027, 0.087, 0.163, 0.001, 0.002, 0.001, 0.021, 0.000, 0.000, 0.000, 0.000, 0.000, 0.000, 0.000, 0.000, 0.000, 0.000, 0.000, 0.000, 0.000, 0.000, 0.000, 0.000, 0.000, 0.000, 0.022, 0.001, 0.005, 0.007, 0.003, 0.023, 0.001, 0.001, 0.000, 0.008, 0.000, 0.000, 0.026, 0.004, 0.030, 0.035, 0.034, 0.002, 0.001, 0.001, 0.002, 0.001, 0.038, 0.001, 0.030, 0.001, 0.001, 0.008, 0.002, 0.018, 0.010, 0.000, 0.000, 0.000, 0.000, 0.001, 0.000, 0.000, 0.000, 0.000, 0.000, 0.000, 0.000, 0.000, 0.000, 0.000, 0.000, 0.000]
}